No. 1
Below is a cluster of 2 separate species, C3H8N2O in total, with properties calculated with ωB97M-V/def2-TZVPD.

Relative energy (zero: lowest compared OMol25 entry of this formula, charge and spin), eV: 2.112
SMILES string: C=CN.NC=O

Positions of all 14 atoms, in Å:
C -1.0533 1.8248 -1.6858
C -0.1288 2.0655 -0.7251
N 0.7762 1.1173 -0.0985
H -1.3205 0.8278 -1.9745
H -1.5760 2.5806 -2.2368
H 0.2317 3.0435 -0.5837
H 0.7229 0.2184 -0.6260
H 0.6503 1.0682 0.9271
C -0.2157 -2.2810 0.6981
N 0.6974 -1.9194 1.7165
O -0.8843 -1.4505 0.2032
H -0.3185 -3.4078 0.5007
H 1.2152 -2.6394 2.2961
H 1.2034 -1.0478 1.5887

Mulliken atomic charge list, values in e, 5 entries: atom 1 (C): -0.776, atom 2 (C): -0.005, atom 3 (N): -0.538, atom 4 (H): 0.210, atom 5 (H): 0.254


No. 2
Below is a cluster of 6 separate species, C21H59N7O6 in total, with properties calculated with ωB97M-V/def2-TZVPD.

Relative energy (zero: lowest compared OMol25 entry of this formula, charge and spin), eV: 3.370
SMILES string: COC[C@H](C)N.COC[C@H](C)N.COC[C@H](C)N.COC[C@H](C)N.COC[C@H](C)N.NC(N)=O

Positions of all 93 atoms, in Å:
C 5.5825 -21.7387 -0.5765
O 4.8923 -20.8298 -0.9092
N 6.7865 -21.5480 -0.1140
N 5.2280 -23.0001 -0.5246
H 7.3942 -22.3504 -0.0312
H 7.0375 -20.5735 -0.0275
H 5.6608 -23.5777 0.1819
H 4.2770 -23.0971 -0.8507
C 0.6931 -21.7279 2.2693
C 0.5547 -23.2540 1.9510
C 0.8190 -23.5552 0.5005
O 0.8271 -24.9458 0.1312
C -0.4468 -25.3732 -0.2789
N 1.5161 -23.9814 2.8791
H 0.1063 -21.0312 1.6706
H 1.7518 -21.5293 2.1023
H 0.5484 -21.5079 3.3270
H -0.4570 -23.4962 2.2765
H 1.8150 -23.1817 0.2627
H 0.1194 -22.9257 -0.0495
H -0.4534 -26.4529 -0.4284
H -0.7448 -24.9461 -1.2364
H -1.1620 -25.2227 0.5298
H 2.4465 -23.6023 2.9829
H 1.1341 -23.8985 3.8103
C 1.5388 -24.7758 -4.2854
C 2.0339 -23.5437 -3.5089
C 0.8985 -22.5688 -2.9753
O 0.4085 -21.8964 -4.1004
C 1.1428 -20.8357 -4.5578
N 2.5881 -24.1069 -2.3316
H 2.3647 -25.3062 -4.7593
H 0.9797 -24.3666 -5.1269
H 0.9280 -25.4531 -3.6885
H 2.9064 -23.0676 -3.9564
H 1.2937 -21.8469 -2.2607
H 0.2133 -23.1546 -2.3626
H 1.8297 -21.1451 -5.3455
H 1.7202 -20.2463 -3.8455
H 0.4722 -20.1052 -5.0102
H 1.8086 -24.4647 -1.7982
H 3.1089 -24.9265 -2.6090
C 4.6186 -24.2249 4.7222
C 5.2354 -23.9323 3.3977
C 5.3908 -25.2170 2.5515
O 6.0713 -24.9371 1.3564
C 6.6536 -26.0750 0.5995
N 4.3091 -22.9760 2.7523
H 3.5755 -24.5370 4.6706
H 4.6251 -23.4532 5.4920
H 5.0800 -25.1098 5.1606
H 6.2333 -23.5611 3.6313
H 4.4136 -25.6572 2.3532
H 5.9871 -25.9773 3.0561
H 7.6223 -26.4661 0.9105
H 6.7348 -25.8857 -0.4709
H 5.9622 -26.9176 0.6071
H 4.5399 -22.8816 1.7736
H 4.5024 -22.0332 3.0589
C 1.7605 -18.5596 -0.9019
C 2.9833 -17.8696 -1.4468
C 2.6948 -16.3578 -1.7306
O 1.7400 -16.1646 -2.7976
C 1.6104 -14.8028 -3.0799
N 4.1261 -18.0450 -0.6030
H 1.3050 -17.8799 -0.1818
H 1.9326 -19.4718 -0.3305
H 0.9587 -18.7487 -1.6157
H 3.2136 -18.3226 -2.4111
H 3.6178 -15.8091 -1.9183
H 2.1543 -15.9220 -0.8903
H 1.5881 -14.1207 -2.2299
H 0.6691 -14.8179 -3.6292
H 2.4557 -14.4410 -3.6653
H 4.9619 -17.5029 -0.7695
H 4.2958 -19.0271 -0.7660
C 9.1697 -17.8047 2.1684
C 9.5509 -19.2473 2.6455
C 10.9096 -19.7027 2.1273
O 10.9152 -20.1531 0.7142
C 10.3589 -21.4809 0.4840
N 9.7613 -19.3313 4.1154
H 9.2784 -17.8585 1.0852
H 9.8133 -17.0039 2.5328
H 8.1042 -17.6777 2.3600
H 8.7487 -19.9623 2.4632
H 11.3563 -20.5309 2.6775
H 11.6232 -18.8789 2.1110
H 10.8655 -21.8673 -0.4005
H 9.3206 -21.3327 0.1870
H 10.2777 -22.1308 1.3553
H 10.5614 -18.7644 4.3571
H 9.1057 -18.8700 4.7299

Mulliken atomic charge list, values in e, 5 entries: atom 1 (C): 0.540, atom 2 (O): -0.764, atom 3 (N): -0.200, atom 4 (N): -0.350, atom 5 (H): 0.200


So what do the calculations give for orbital gap? Going down the list: 9.4080, 8.8460 eV.
So what do the calculations give for LUMO? Going down the list: 0.878, 0.463 eV.
So what do the calculations give for DFT total energy? Going down the list: -303.81453, -1670.08077 Ha.